{"formula": "C34H42CrN8OS3Se", "method": "ωB97M-V/def2-TZVPD", "species": ["Cr", "C", "C", "N", "N", "C", "S", "S", "C", "C", "C", "C", "C", "C", "C", "C", "C", "C", "C", "C", "C", "O", "H", "H", "H", "H", "H", "H", "H", "H", "H", "H", "H", "H", "H", "H", "C", "C", "N", "N", "C", "S", "N", "N", "H", "H", "H", "H", "H", "H", "C", "C", "C", "C", "N", "C", "Se", "N", "C", "C", "C", "C", "C", "C", "C", "C", "C", "C", "H", "H", "H", "H", "H", "H", "H", "H", "H", "H", "H", "H", "H", "H", "H", "H", "H", "H", "H", "H", "H", "H"], "coordinates": [[-0.2088, -0.3858, -0.1548], [1.9286, 3.2047, 1.0173], [1.5429, 1.7532, 0.8832], [0.5138, 1.4233, 0.1384], [-0.1137, 2.4890, -0.4821], [-1.0759, 2.2087, -1.2915], [-1.6312, 0.6238, -1.6864], [-1.9159, 3.5230, -2.0953], [-1.4835, 4.9642, -1.0433], [-2.3986, 5.0566, 0.1419], [-3.5889, 5.7737, 0.0538], [-4.4599, 5.8375, 1.1300], [-4.1534, 5.1803, 2.3126], [-2.9768, 4.4514, 2.4059], [-2.1046, 4.3909, 1.3292], [2.3442, 0.7727, 1.5916], [3.5619, 1.1723, 2.1774], [4.3483, 0.3158, 2.9118], [3.9205, -0.9957, 3.1249], [2.7424, -1.4281, 2.5686], [1.9447, -0.5865, 1.7659], [0.8814, -1.0857, 1.2120], [1.0785, 3.8345, 0.7899], [2.7207, 3.4507, 0.3060], [2.2762, 3.4157, 2.0256], [-1.5933, 5.8236, -1.7028], [-0.4421, 4.8357, -0.7656], [-3.8373, 6.2830, -0.8706], [-5.3811, 6.3998, 1.0424], [-4.8312, 5.2320, 3.1553], [-2.7343, 3.9254, 3.3209], [-1.1914, 3.8147, 1.4054], [3.9151, 2.1822, 2.0237], [5.2778, 0.6651, 3.3420], [4.5169, -1.6795, 3.7165], [2.3934, -2.4426, 2.7173], [2.9315, -5.1839, 0.1284], [3.2817, -3.8081, -0.2972], [4.4078, -3.2136, -0.0822], [4.2509, -1.9706, -0.6198], [3.0200, -1.7567, -1.1272], [2.3575, -0.4330, -1.8721], [2.4173, -2.9643, -0.9487], [1.1001, -3.1496, -1.3072], [3.8246, -5.6638, 0.5186], [2.5404, -5.7682, -0.7059], [2.1748, -5.1500, 0.9159], [4.9560, -1.2701, -0.4763], [1.0128, -3.0867, -2.3153], [0.7526, -4.0308, -0.9565], [-2.1108, -4.0767, -3.0408], [-3.5608, -4.1966, -2.5858], [-4.3773, -2.9592, -2.9546], [-4.0684, -1.7299, -2.0941], [-4.4966, -1.9027, -0.7142], [-3.7071, -2.0101, 0.3830], [-1.8603, -2.1931, 0.4751], [-4.5212, -2.1512, 1.4633], [-4.0942, -2.1989, 2.8524], [-4.2879, -3.5580, 3.5335], [-3.3471, -4.6731, 3.0627], [-3.8083, -5.3682, 1.7814], [-5.8408, -2.1466, 1.0518], [-7.0284, -2.2843, 1.7544], [-8.2036, -2.2645, 1.0204], [-8.1922, -2.0831, -0.3615], [-7.0063, -1.9239, -1.0612], [-5.8269, -1.9799, -0.3330], [-1.5438, -4.9654, -2.7570], [-1.6514, -3.2018, -2.5801], [-2.0527, -3.9660, -4.1253], [-3.5926, -4.3495, -1.5033], [-4.0172, -5.0732, -3.0503], [-5.4398, -3.1931, -2.8689], [-4.1799, -2.6929, -3.9959], [-4.5897, -0.8590, -2.4949], [-3.0067, -1.4988, -2.0889], [-4.6624, -1.4391, 3.3943], [-3.0410, -1.9234, 2.8708], [-5.3232, -3.8877, 3.4070], [-4.1269, -3.3827, 4.5994], [-3.2819, -5.4186, 3.8584], [-2.3468, -4.2617, 2.9103], [-4.8269, -5.7470, 1.8899], [-3.1531, -6.2094, 1.5512], [-3.7775, -4.6846, 0.9342], [-7.0426, -2.3966, 2.8297], [-9.1485, -2.3853, 1.5329], [-9.1290, -2.0617, -0.9019], [-7.0135, -1.7510, -2.1280]], "multiplicity": 5, "lumo_energy_ev": [0.26, 0.25], "e_homo_ev": [-6.8, -7.2], "orbital_gap_ev": [7.1, 7.4], "e_tot_ev": -176183.9708}



{"formula": "C34H42O5", "method": "ωB97M-V/def2-TZVPD", "species": ["C", "C", "C", "C", "C", "O", "C", "C", "C", "C", "O", "C", "C", "C", "C", "C", "C", "O", "C", "C", "O", "C", "C", "C", "C", "C", "C", "C", "C", "C", "C", "C", "C", "C", "C", "C", "C", "C", "O", "H", "H", "H", "H", "H", "H", "H", "H", "H", "H", "H", "H", "H", "H", "H", "H", "H", "H", "H", "H", "H", "H", "H", "H", "H", "H", "H", "H", "H", "H", "H", "H", "H", "H", "H", "H", "H", "H", "H", "H", "H", "H"], "coordinates": [[4.5932, -5.8414, -3.5893], [4.1019, -5.0280, -2.8390], [3.7928, -4.0207, -1.7907], [3.9387, -4.3992, -0.5132], [3.6595, -3.3381, 0.5690], [3.2404, -3.6011, 1.6695], [3.9973, -1.8954, 0.1582], [4.4818, -1.0252, 1.1491], [4.8233, 0.3038, 0.7404], [5.4029, 1.2235, 1.8530], [6.7871, 1.5403, 1.6811], [7.5351, 0.5030, 1.0573], [9.0641, 0.7498, 1.3407], [9.5501, -0.1266, 2.5388], [4.6333, 0.7053, -0.6051], [5.0222, 2.1647, -0.9816], [3.8076, 3.0567, -0.5570], [2.6295, 2.6753, -1.2415], [1.4580, 3.1200, -0.5656], [0.2189, 2.2392, -0.9457], [-0.5751, 2.1399, 0.2343], [-1.8238, 1.6082, -0.0133], [-2.9631, 2.4622, -0.0935], [-4.2597, 1.9533, -0.3089], [-4.5177, 0.5512, -0.4710], [-5.9770, 0.0129, -0.6786], [-5.9236, -1.5242, -0.8807], [-6.4654, 0.6999, -2.0159], [-6.7984, 0.5155, 0.5680], [-8.0311, -0.3391, 1.0161], [-9.0260, -0.7295, -0.1333], [-7.6443, -1.5908, 1.9105], [-8.8673, 0.6097, 2.0054], [-3.3765, -0.2858, -0.3908], [-2.0671, 0.2300, -0.1774], [4.1388, -0.1818, -1.6086], [3.8391, -1.4958, -1.2047], [3.3373, -2.5888, -2.1687], [2.6804, -2.3617, -3.1503], [4.9255, -6.7551, -4.0717], [4.2542, -5.4148, -0.2303], [4.5909, -1.3579, 2.1894], [4.7771, 2.1325, 1.9738], [5.3154, 0.6822, 2.8279], [7.3200, -0.5100, 1.4673], [7.4293, 0.5323, -0.0515], [9.3125, 1.8222, 1.4360], [9.5931, 0.3579, 0.4402], [9.5456, -1.2030, 2.2566], [8.9088, 0.0258, 3.4278], [10.6135, 0.1229, 2.7341], [5.2046, 2.2341, -2.0745], [5.9366, 2.4308, -0.4149], [4.0432, 4.1433, -0.6668], [3.6544, 2.8678, 0.5290], [1.5493, 3.1101, 0.5428], [1.3103, 4.1879, -0.8589], [0.6017, 1.2541, -1.2899], [-0.2866, 2.7675, -1.7818], [-2.8233, 3.5505, 0.0187], [-5.1133, 2.6456, -0.3350], [-5.1262, -1.7677, -1.6194], [-5.6920, -2.0616, 0.0568], [-6.8561, -1.9230, -1.3346], [-7.3867, 0.2174, -2.3964], [-6.6295, 1.7830, -1.8719], [-5.6741, 0.5105, -2.7760], [-7.2045, 1.5182, 0.2918], [-6.1488, 0.6912, 1.4506], [-10.0824, -0.7374, 0.2182], [-8.8176, -1.7914, -0.3979], [-8.9979, -0.0580, -1.0097], [-8.4462, -1.7902, 2.6448], [-6.6789, -1.3284, 2.3910], [-7.5190, -2.4793, 1.2613], [-9.9114, 0.7561, 1.6733], [-8.4105, 1.6276, 2.0274], [-8.8485, 0.2325, 3.0458], [-3.4375, -1.3764, -0.5020], [-1.2135, -0.4700, -0.1344], [4.0016, 0.1285, -2.6542]], "smiles": "C#CC1=CC(=O)c2cc(COCCC)c(CCOCCOc3ccc(C(C)(C)CC(C)(C)C)cc3)cc2C1=O", "lumo_energy_ev": -0.97, "relative_energy_kj_mol": 0.0, "e_homo_ev": -8.7, "orbital_gap_ev": 7.7, "e_tot_ev": -46171.8216}



{"formula": "C34H43AsOSSb2Y", "method": "ωB97M-V/def2-TZVPD", "species": ["Y", "C", "Sb", "C", "C", "C", "C", "C", "C", "C", "C", "C", "Sb", "C", "C", "H", "H", "H", "H", "H", "H", "H", "H", "H", "H", "H", "H", "H", "H", "H", "H", "H", "H", "H", "H", "C", "C", "C", "C", "C", "C", "As", "C", "C", "C", "C", "C", "C", "C", "C", "C", "C", "C", "C", "H", "H", "H", "H", "H", "H", "H", "H", "H", "H", "H", "H", "H", "H", "H", "O", "S", "C", "C", "C", "C", "H", "H", "H", "H", "H", "H", "H", "H"], "coordinates": [[-0.3600, 0.0936, -0.3048], [4.0155, 0.7591, 0.7858], [2.1512, 0.1190, 1.5482], [1.9367, 1.3020, 3.2993], [2.6355, -1.7760, 2.4558], [3.3163, -2.7378, 1.5283], [4.7015, -2.6336, 1.3778], [5.4136, -3.5096, 0.5775], [4.7442, -4.5304, -0.0827], [3.3732, -4.6486, 0.0619], [2.6381, -3.7596, 0.8489], [1.1547, -3.9706, 0.9437], [0.1059, -2.9895, -0.6697], [-1.4957, -4.3290, -1.0483], [1.3835, -3.4045, -2.3131], [4.7269, 0.8180, 1.6078], [3.9044, 1.7419, 0.3323], [4.3758, 0.0474, 0.0456], [2.9341, 1.5157, 3.6803], [1.3829, 0.7438, 4.0525], [1.4228, 2.2349, 3.0792], [1.7230, -2.1729, 2.8988], [3.2963, -1.5026, 3.2800], [5.2364, -1.8721, 1.9343], [6.4879, -3.4183, 0.4926], [5.2921, -5.2441, -0.6825], [2.8593, -5.4715, -0.4224], [0.7224, -3.6304, 1.8822], [0.9113, -5.0267, 0.8259], [-1.0629, -5.3125, -1.2246], [-2.0622, -4.0188, -1.9233], [-2.1566, -4.3787, -0.1860], [1.4994, -4.4819, -2.4123], [2.3606, -2.9559, -2.1427], [0.9399, -3.0087, -3.2259], [-6.7757, 3.7863, 0.8241], [-6.1389, 3.9927, -0.3924], [-4.8779, 3.4593, -0.6119], [-4.2650, 2.7279, 0.4016], [-4.8965, 2.5172, 1.6253], [-6.1592, 3.0513, 1.8286], [-2.5029, 2.0546, 0.0685], [-2.3859, 0.5054, 1.2947], [-1.5037, 0.4339, 2.3776], [-1.3100, -0.7792, 3.0448], [-1.9892, -1.9231, 2.6444], [-2.8596, -1.8643, 1.5584], [-3.0273, -0.6688, 0.8664], [-1.1716, 3.1876, 0.8885], [-1.3674, 3.9040, 2.0672], [-0.3378, 4.6843, 2.5727], [0.8919, 4.7410, 1.9206], [1.0982, 4.0236, 0.7523], [0.0603, 3.2535, 0.2311], [-7.7613, 4.1994, 0.9905], [-6.6245, 4.5648, -1.1708], [-4.3842, 3.6187, -1.5628], [-4.4195, 1.9449, 2.4116], [-6.6639, 2.8961, 2.7725], [-1.0012, 1.3273, 2.7320], [-0.6525, -0.8149, 3.9052], [-1.8662, -2.8497, 3.1901], [-3.4120, -2.7454, 1.2583], [-3.7192, -0.6361, 0.0287], [-2.3275, 3.8842, 2.5699], [-0.4954, 5.2661, 3.4713], [1.6809, 5.3673, 2.3156], [2.0381, 4.1059, 0.2216], [0.1823, 2.8098, -0.7586], [0.2873, 0.6070, -2.2587], [0.8308, 1.4873, -3.4419], [1.9245, 0.3499, -4.3488], [1.2481, 0.0374, -5.6879], [-0.2576, 0.1189, -5.4544], [-0.4690, 1.4192, -4.6896], [1.9989, -0.5201, -3.6943], [2.9036, 0.8176, -4.4350], [1.5635, -0.9426, -6.0426], [1.5536, 0.7671, -6.4383], [-0.6132, -0.7288, -4.8646], [-0.8167, 0.1305, -6.3886], [-1.4217, 1.5423, -4.1756], [-0.2959, 2.2979, -5.3174]], "charge": 3, "lumo_energy_ev": -8.91, "relative_energy_kj_mol": 29.4, "e_homo_ev": -15.6, "orbital_gap_ev": 6.7, "e_tot_ev": -123771.5028}



{"formula": "C34H43BCdF4N4OP2S2", "method": "ωB97M-V/def2-TZVPD", "species": ["Cd", "C", "C", "N", "C", "C", "S", "C", "C", "N", "H", "H", "H", "H", "H", "H", "H", "H", "H", "H", "H", "H", "H", "H", "C", "S", "C", "C", "C", "N", "P", "C", "C", "C", "C", "C", "C", "C", "C", "C", "C", "C", "C", "P", "C", "C", "C", "C", "C", "C", "C", "C", "C", "C", "C", "C", "H", "H", "H", "H", "H", "H", "H", "H", "H", "H", "H", "H", "H", "H", "H", "H", "H", "H", "H", "H", "H", "H", "H", "H", "H", "H", "H", "H", "H", "O", "N", "F", "B", "F", "F", "F"], "coordinates": [[2.4306, 1.3552, 0.9499], [2.6660, 2.9088, 3.8766], [1.5679, 1.8219, 4.0994], [1.6507, 0.6194, 3.2279], [2.5624, -0.3484, 3.8769], [3.4124, -1.1661, 2.9277], [4.2901, -0.3319, 1.5412], [5.4482, 0.9025, 2.2971], [4.9034, 1.9766, 3.2725], [3.6699, 2.6499, 2.8016], [2.1190, 3.8314, 3.6399], [3.1959, 3.0300, 4.8453], [1.6662, 1.5244, 5.1455], [0.5952, 2.2982, 3.9491], [0.7100, 0.2129, 3.1966], [1.9889, -1.0196, 4.5101], [3.2644, 0.1518, 4.5453], [4.2006, -1.7162, 3.4383], [2.7794, -1.8895, 2.3989], [6.2265, 0.3135, 2.8426], [5.9298, 1.4038, 1.4670], [4.7205, 1.4695, 4.2329], [5.7173, 2.7365, 3.4143], [3.9281, 3.5560, 2.3607], [-4.8568, -4.0968, -2.3304], [-5.4151, -2.7087, -3.3156], [-4.7285, -1.3000, -2.5045], [-3.1945, -1.2819, -2.4050], [-2.7814, -0.1465, -1.4373], [-1.4011, -0.2165, -0.9484], [-0.3010, 1.0996, -1.3571], [-0.2009, 1.1754, -3.1538], [0.8025, 0.4279, -3.7877], [0.6806, 0.1482, -5.1429], [-0.3221, 0.7057, -5.9176], [-1.2286, 1.5573, -5.3030], [-1.1932, 1.8145, -3.9467], [-0.8448, 2.7012, -0.7738], [-1.5723, 2.7661, 0.4387], [-2.0362, 4.0073, 0.8805], [-1.6736, 5.1810, 0.1989], [-0.8599, 5.0703, -0.9254], [-0.4283, 3.8600, -1.4363], [-0.6751, -1.5116, -0.1862], [-0.0838, -2.9387, -1.1619], [0.2555, -4.1388, -0.5404], [0.7694, -5.1603, -1.3200], [0.8697, -5.0818, -2.7118], [0.4402, -3.9093, -3.3100], [0.0399, -2.8102, -2.5579], [-1.4516, -2.1660, 1.3095], [-0.6001, -2.4818, 2.3698], [-1.1302, -3.0257, 3.5215], [-2.5098, -3.1383, 3.7440], [-3.3416, -2.7735, 2.6860], [-2.8506, -2.3288, 1.4558], [-5.2507, -5.0441, -2.7286], [-5.2145, -4.0364, -1.2869], [-3.7654, -4.1950, -2.3866], [-5.2070, -1.1889, -1.5205], [-5.0479, -0.4444, -3.0855], [-2.7517, -1.1277, -3.4061], [-2.8559, -2.2532, -1.9915], [-3.4196, -0.1306, -0.5697], [-2.9774, 0.8265, -1.9315], [1.6745, 0.1211, -3.1859], [1.3498, -0.5985, -5.5623], [-0.3720, 0.4802, -6.9749], [-2.0145, 2.0318, -5.8809], [-1.9190, 2.5199, -3.5287], [-1.8540, 1.8217, 0.9028], [-2.6539, 4.0357, 1.7814], [-2.0216, 6.1598, 0.5456], [-0.4819, 5.9546, -1.4271], [0.1819, 3.8467, -2.3247], [0.0904, -4.2588, 0.5376], [1.1301, -6.0614, -0.7937], [1.2087, -5.9322, -3.2800], [0.3753, -3.7897, -4.3956], [-0.1892, -1.8679, -3.0384], [0.4873, -2.2593, 2.2979], [-0.4420, -3.3671, 4.2986], [-2.8941, -3.5668, 4.6715], [-4.4355, -2.8283, 2.7313], [-3.4919, -2.1551, 0.5739], [0.6283, -0.7411, 0.2254], [0.9730, 0.5246, -0.5176], [3.2135, 3.2740, -0.2610], [2.6432, 4.4504, 0.4454], [1.6240, 3.9201, 1.2992], [3.7301, 4.9570, 1.2754], [2.1293, 5.3325, -0.4967]], "charge": 2, "lumo_energy_ev": -5.64, "relative_energy_kj_mol": 0.0, "e_homo_ev": -12.7, "orbital_gap_ev": 7.1, "e_tot_ev": -100315.3053}



{"formula": "C34H43Cl2N2OP3Ti", "method": "ωB97M-V/def2-TZVPD", "species": ["P", "C", "C", "H", "C", "H", "C", "H", "C", "H", "C", "H", "C", "C", "H", "C", "H", "C", "H", "C", "H", "C", "H", "C", "C", "H", "C", "H", "C", "H", "C", "H", "C", "H", "Ti", "C", "C", "H", "C", "O", "H", "C", "H", "C", "Cl", "Cl", "P", "C", "H", "H", "H", "C", "H", "H", "H", "C", "H", "H", "H", "P", "C", "C", "H", "H", "H", "H", "H", "H", "C", "H", "H", "H", "H", "N", "C", "C", "C", "C", "C", "N", "H", "H", "H", "H", "H", "H"], "coordinates": [[1.1943, 1.6257, -4.5377], [2.9339, 1.7771, -4.7656], [3.5444, 1.2271, -5.8973], [2.9819, 0.5797, -6.5595], [4.8814, 1.5156, -6.1714], [5.3572, 1.0915, -7.0581], [5.6335, 2.3378, -5.3206], [6.6828, 2.5785, -5.5626], [5.0250, 2.8528, -4.1618], [5.6216, 3.4767, -3.4906], [3.6944, 2.5661, -3.8725], [3.2490, 2.9486, -2.9580], [0.5441, 0.2074, -5.4008], [1.1662, -1.0507, -5.2563], [2.0828, -1.1664, -4.6767], [0.6105, -2.1814, -5.8544], [1.0482, -3.1708, -5.6888], [-0.5176, -2.0721, -6.6816], [-0.9547, -2.9594, -7.1655], [-1.0543, -0.8038, -6.9193], [-1.9033, -0.6992, -7.5986], [-0.5270, 0.3332, -6.3007], [-0.9236, 1.3148, -6.5547], [0.2761, 3.1068, -4.8493], [0.5222, 3.7485, -6.0668], [1.2943, 3.3646, -6.7247], [-0.2349, 4.8646, -6.4107], [-0.0576, 5.3491, -7.3716], [-1.2109, 5.3673, -5.5382], [-1.8115, 6.2383, -5.8374], [-1.4017, 4.7531, -4.2875], [-2.1487, 5.1658, -3.6033], [-0.6495, 3.6402, -3.9248], [-0.7549, 3.1984, -2.9371], [0.1507, 0.3132, -0.3377], [-1.9118, -0.7257, -0.6265], [-2.2976, -1.0054, -1.8765], [-2.4558, -1.0581, 0.2617], [-1.3965, -0.5350, -2.9850], [-2.1262, 0.5210, -3.5916], [-1.7099, 0.8896, -4.3868], [-0.2357, -0.0929, -2.3409], [-1.2667, -1.3044, -3.7177], [0.4465, 0.9804, -1.8720], [-0.3087, -0.7374, 1.8203], [2.3517, 0.8831, 0.3964], [1.3614, -2.0196, -0.5379], [2.2479, -2.5096, 0.9760], [1.5281, -2.8197, 1.7411], [2.8076, -1.6436, 1.3464], [2.9379, -3.3286, 0.7384], [0.2807, -3.4411, -0.8753], [-0.1961, -3.3168, -1.8554], [-0.5046, -3.4878, -0.1124], [0.8636, -4.3712, -0.8684], [2.6506, -2.1534, -1.8018], [3.2244, -1.2218, -1.8272], [2.1927, -2.3293, -2.7809], [3.3112, -2.9886, -1.5389], [-3.9011, -1.7994, -2.3113], [-4.4014, -2.8166, -0.9180], [-3.5788, -2.8077, -3.7707], [-4.4057, -2.1986, -0.0076], [-3.6914, -3.6523, -0.7987], [-5.4114, -3.2161, -1.1090], [-3.2331, -2.1776, -4.6015], [-4.5030, -3.3241, -4.0671], [-2.8065, -3.5546, -3.5359], [-5.0956, -0.5047, -2.6697], [-5.3159, 0.0382, -1.7383], [-6.0201, -0.9483, -3.0740], [-4.6400, 0.1814, -3.3991], [1.6296, 0.9510, -1.9406], [0.2174, 2.4007, 2.1464], [-0.7116, 2.8506, 1.2729], [-1.4030, 4.0602, 1.5090], [-2.4418, 4.4222, 0.6646], [-2.7311, 3.6106, -0.4377], [-1.9624, 2.4774, -0.6823], [-0.9682, 2.1043, 0.1659], [0.5933, 1.4493, 2.0962], [0.4108, 2.9487, 2.9677], [-1.0858, 4.6477, 2.3668], [-3.0105, 5.3262, 0.8572], [-3.5384, 3.8488, -1.1235], [-2.1502, 1.8229, -1.5404]], "charge": 2, "lumo_energy_ev": [-7.45, -7.46], "relative_energy_kj_mol": 0.0, "e_homo_ev": [-12.3, -12.3], "orbital_gap_ev": [4.9, 4.9], "e_tot_ev": -116993.3165}